Entry 1:
Density functional theory data (ωB97M-V/def2-TZVPD) for a single C4H9NO molecule.

Last columns: bonded neighbours and bond lengths (Å).
Cartesian coordinates (Å):
1 C -1.507 1.683 1.414  C2 1.489, H7 1.087, H8 1.097, H9 1.091
2 C -0.636 0.935 0.465  C1 1.489, N3 1.272, H10 1.104
3 N -0.161 -0.212 0.740  C2 1.272, C4 1.448
4 C 1.154 -0.330 0.145  N3 1.448, O5 1.384, H11 1.110, H12 1.093
5 O 1.522 -1.496 -0.503  C4 1.384, C6 1.407
6 C 0.612 -2.055 -1.419  O5 1.407, H13 1.094, H14 1.097, H15 1.093
7 H -2.416 1.132 1.645  C1 1.087
8 H -0.935 1.793 2.344  C1 1.097
9 H -1.737 2.681 1.038  C1 1.091
10 H -0.313 1.477 -0.442  C2 1.104
11 H 1.309 0.598 -0.444  C4 1.110
12 H 1.828 -0.255 1.003  C4 1.093
13 H 1.191 -2.452 -2.257  C6 1.094
14 H -0.124 -1.339 -1.804  C6 1.097
15 H 0.074 -2.876 -0.936  C6 1.093

Output
Kohn-Sham gap ... 10.411 eV
Maximum force ... 0.789 eV/Å
ΔE to the lowest compared entry with this formula, charge and spin ... 59.5 kcal/mol
SMILES string ... C/C=N/COC
Total energy ... -7829.7399 eV
M ... 87.1 Da
E_LUMO ... 1.1 eV

Calculated atomic charges, method natural (NBO), unit e: -0.68 0.15 -0.44 0.09 -0.53 -0.25 0.24 0.24 0.22 0.14 0.12 0.19 0.19 0.17 0.18

=====

Entry 2:
Density functional theory data (ωB97M-V/def2-TZVPD) for a single C4H9NO molecule.

Last columns: bonded neighbours and bond lengths (Å).
Cartesian coordinates (Å):
1 C 2.270 -0.293 0.163  C2 1.527, H7 1.093, H8 1.095, H9 1.095
2 C 0.978 0.383 -0.291  C1 1.527, C3 1.512, H10 1.101, H11 1.097
3 C -0.218 -0.096 0.501  C2 1.512, O4 1.201, N5 1.477
4 O -0.188 -0.937 1.357  C3 1.201
5 N -1.516 0.540 0.197  C3 1.477, C6 1.588, H12 1.020, H15 1.016
6 C -2.641 -0.321 -0.521  N5 1.588, H13 1.100, H14 1.100
7 H 2.220 -1.374 0.008  C1 1.093
8 H 3.127 0.101 -0.393  C1 1.095
9 H 2.447 -0.122 1.230  C1 1.095
10 H 1.054 1.475 -0.170  C2 1.101
11 H 0.785 0.208 -1.356  C2 1.097
12 H -1.408 1.405 -0.332  N5 1.020
13 H -2.271 -0.425 -1.552  C6 1.100
14 H -2.502 -1.297 -0.033  C6 1.100
15 H -1.968 0.762 1.079  N5 1.016

Output
Kohn-Sham gap ... 7.414 eV
Maximum force ... 0.667 eV/Å
ΔE to the lowest compared entry with this formula, charge and spin ... 87.8 kcal/mol
Total energy ... -7828.5126 eV
M ... 87.1 Da
E_LUMO ... 0.4 eV

Calculated atomic charges, method natural (NBO), unit e: -0.60 -0.52 0.71 -0.51 -0.62 -0.71 0.23 0.22 0.22 0.22 0.24 0.41 0.13 0.15 0.43

=====

Entry 3:
Density functional theory data (ωB97M-V/def2-TZVPD) for a 2-piece molecular cluster, C4H9NO overall in a non-equilibrium geometry.

Last columns: bonded neighbours and bond lengths (Å).
Cartesian coordinates (Å):
1 C -0.402 1.746 -0.560  C2 1.556, H7 1.122, H9 1.087
2 C 0.762 0.767 -0.236  C1 1.556, N3 1.484, H10 1.113, H11 1.096
3 N 0.177 -0.555 0.100  C2 1.484, C4 1.453, C5 1.370
4 C 0.443 -1.204 1.372  N3 1.453, H12 1.094, H13 1.095, H14 1.102
5 C -0.636 -1.226 -0.776  N3 1.370, O6 1.226, H15 1.115
6 O -0.832 -0.993 -1.964  C5 1.226
7 H -0.607 2.574 0.169  C1 1.122
8 H -1.492 0.869 -1.006  no bonds
9 H -0.386 2.259 -1.519  C1 1.087
10 H 1.428 1.099 0.592  C2 1.113
11 H 1.388 0.654 -1.128  C2 1.096
12 H 0.311 -0.499 2.198  C4 1.094
13 H 1.468 -1.587 1.359  C4 1.095
14 H -0.230 -2.059 1.547  C4 1.102
15 H -1.279 -1.982 -0.269  C5 1.115

Output
Kohn-Sham gap ... 10.260 eV
Maximum force ... 4.847 eV/Å
ΔE to the lowest compared entry with this formula, charge and spin ... 61.0 kcal/mol
Total energy ... -7829.6736 eV
M ... 87.1 Da
E_LUMO ... 0.9 eV

Calculated atomic charges, method natural (NBO), unit e: -0.62 -0.25 -0.45 -0.40 0.53 -0.62 0.22 0.22 0.22 0.21 0.22 0.20 0.19 0.21 0.11